24
Properties=species:S:1:pos:R:3:forces:R:3 method="wB97M-V/def2-TZVPD" de_lowest_kcal_mol=43.50 spin_multiplicity=1 e_homo_ev=-13.629 largest_force_ev_per_a=2.7 charge=+1 total_energy_ev=-9907.8299
N 1.216 0.137 0.505 -1.3 0.6 0.5
N -0.500 -1.710 -0.489 -1.2 1.3 -0.3
N -1.852 0.767 0.629 -1.6 1.5 -0.3
C -2.547 -0.473 0.328 0.5 -1.1 -0.1
C 0.788 0.821 1.522 1.5 -1.7 -1.1
C 2.546 0.374 -0.105 -1.1 1.1 0.3
C -1.870 -1.161 -0.846 -0.3 -2.4 1.2
C 2.459 1.306 -1.294 -1.3 0.5 -0.7
H 3.143 0.813 0.669 0.6 0.0 0.4
H 0.497 -0.594 -0.017 0.5 0.3 1.1
H -3.610 -0.387 0.006 0.4 0.1 0.8
H 2.910 -0.555 -0.446 0.6 -1.2 0.1
H -0.146 0.562 2.015 0.3 0.3 -0.4
H 2.212 0.727 -2.222 0.1 0.8 0.8
H -2.544 -2.003 -1.178 0.7 0.8 0.2
H 1.666 2.080 -1.080 0.8 -0.7 -0.5
H -2.107 1.389 -0.151 0.5 0.0 0.3
H -0.101 -2.088 -1.320 0.4 -0.4 -0.8
H -1.776 -0.493 -1.646 0.3 1.0 -1.3
H -2.334 1.232 1.425 0.4 -0.5 -0.5
H 1.490 1.539 1.928 -0.2 0.2 0.2
H -2.373 -1.108 1.218 -0.9 0.0 -0.4
H 3.396 1.833 -1.461 0.1 -0.1 0.0
H -0.635 -2.496 0.116 0.0 -0.5 0.6